[1]
A cluster of 6 separate species, C27H46N6O10 in total at a distorted geometry. Source: the Open Molecules 2025 dataset; level of theory: ωB97M-V with the def2-TZVPD basis set.

Values from the calculation:
molecular weight = 614.7 g/mol
strongest force on any atom = 5.228 eV/Å
energy = -2137.14734 hartree
HOMO energy = -9.03 eV
ΔE to the lowest compared entry with this formula, charge and spin = 4.007 eV
SMILES = CC(=O)OCCc1ccc2c(c1)C(=O)N(O)C2=O.CNC(C)=O.CNC(C)=O.CNC(C)=O.CNC(C)=O.CNC(C)=O

The geometry in ORCA input format:
```
! wB97M-V def2-TZVPD RIJCOSX def2/J DEFGRID3
* xyz 0 1
C 3.415 -1.733 0.280
C 3.790 -0.169 0.101
O 4.970 0.221 0.341
O 2.713 0.666 -0.274
C 3.129 1.790 -1.095
C 1.759 2.390 -1.761
C 0.444 1.691 -1.149
C -0.068 1.962 0.313
C -1.343 1.210 0.873
C -2.057 0.209 -0.059
C -1.559 -0.019 -1.519
C -0.322 0.704 -2.088
C -2.571 -1.066 -2.161
O -2.870 -1.246 -3.359
N -3.109 -1.743 -0.942
O -2.088 -2.623 -0.586
C -3.317 -0.739 0.152
O -4.213 -0.691 1.010
H 2.269 -1.835 0.156
H 3.655 -2.123 1.324
H 3.871 -2.351 -0.565
H 3.511 2.616 -0.394
H 3.907 1.517 -1.892
H 1.721 3.531 -1.704
H 1.846 2.128 -2.882
H 0.560 2.702 0.924
H -1.726 1.355 1.931
H -0.013 0.495 -3.162
H -1.785 -3.042 -1.430
C 9.199 1.660 -3.251
N 7.798 2.025 -3.228
C 6.817 1.533 -2.421
C 7.213 0.478 -1.421
O 5.673 1.951 -2.529
H 9.791 2.555 -3.049
H 9.441 1.285 -4.248
H 9.436 0.898 -2.513
H 7.473 2.728 -3.877
H 6.342 0.158 -0.825
H 7.611 -0.395 -1.944
H 7.963 0.881 -0.736
C 1.356 5.575 4.667
N 0.341 4.805 3.981
C -0.631 5.259 3.140
C -0.676 6.742 2.873
O -1.423 4.476 2.633
H 2.336 5.207 4.356
H 1.238 5.423 5.742
H 1.285 6.638 4.445
H 0.319 3.802 4.120
H -1.495 6.965 2.189
H -0.845 7.285 3.806
H 0.260 7.068 2.413
C 1.337 -1.980 3.314
N 0.796 -0.658 3.082
C 1.029 0.481 3.792
C 1.963 0.381 4.969
O 0.488 1.531 3.466
H 1.885 -2.289 2.423
H 0.507 -2.668 3.483
H 2.005 -2.005 4.173
H 0.162 -0.526 2.305
H 2.059 1.357 5.444
H 1.566 -0.324 5.704
H 2.952 0.058 4.636
C -4.964 -7.102 1.021
N -3.711 -7.110 1.746
C -2.936 -6.044 2.097
C -3.422 -4.677 1.693
O -1.895 -6.217 2.715
H -5.730 -7.558 1.651
H -4.842 -7.697 0.113
H -5.274 -6.095 0.751
H -3.334 -7.999 2.044
H -2.714 -3.921 2.034
H -3.499 -4.613 0.606
H -4.393 -4.473 2.152
C -5.335 -1.321 -4.682
N -6.387 -1.583 -5.644
C -7.632 -1.030 -5.700
C -7.984 -0.017 -4.641
O -8.413 -1.358 -6.582
H -4.460 -0.955 -5.221
H -5.085 -2.258 -4.182
H -5.633 -0.585 -3.939
H -6.211 -2.253 -6.379
H -9.000 0.342 -4.803
H -7.931 -0.476 -3.651
H -7.302 0.835 -4.697
*
```


[2]
A structure of composition C27H47AuNOP at a distorted geometry. Source: the Open Molecules 2025 dataset; level of theory: ωB97M-V with the def2-TZVPD basis set.

Values from the calculation:
molecular weight = 629.6 g/mol
strongest force on any atom = 6.929 eV/Å
energy = -1663.75975 hartree
HOMO energy (alpha / beta) = -0.02 / 0.70 eV
<S²> = 2.0212

The geometry in ORCA input format:
```
! wB97M-V def2-TZVPD RIJCOSX def2/J DEFGRID3
* xyz -2 3
Au 0.868 0.055 -0.918
C 0.170 1.952 1.993
C -0.098 2.519 0.711
C -1.511 2.606 0.550
H 0.643 2.838 -0.019
C -2.116 2.119 1.746
C -1.078 1.702 2.630
H -1.215 1.265 3.615
H 1.155 1.706 2.387
H -2.025 2.973 -0.337
H -3.184 2.069 1.951
C 0.599 -2.875 1.189
C 0.121 -2.193 2.349
C -1.179 -1.696 2.060
H 0.656 -2.071 3.288
C -1.500 -2.057 0.725
C -0.402 -2.779 0.180
H -0.356 -3.203 -0.821
H 1.553 -3.393 1.090
H -1.829 -1.124 2.721
H -2.430 -1.817 0.216
O -1.119 -0.166 -1.266
C -3.628 -0.553 -1.546
C -2.939 -0.024 -2.725
C -4.079 0.317 -0.465
C -4.141 -1.932 -1.626
C -1.434 -0.386 -2.600
H -3.041 1.068 -2.789
H -3.359 -0.460 -3.638
H -1.325 -1.461 -2.850
H -0.822 0.235 -3.274
H -4.940 0.945 -0.772
H -3.283 0.993 -0.120
H -4.419 -0.280 0.399
H -5.066 -1.986 -2.234
H -4.403 -2.331 -0.634
H -3.407 -2.606 -2.091
C 3.916 2.041 -2.790
C 4.407 0.617 -2.482
C 3.507 -0.366 -3.252
C 5.864 0.450 -2.947
P 4.243 0.326 -0.631
N 2.679 0.310 -0.276
C 4.914 -1.323 -0.031
C 6.449 -1.284 0.073
C 4.272 -1.654 1.335
C 4.512 -2.430 -1.016
C 4.905 1.745 0.410
C 3.926 2.928 0.360
C 5.008 1.319 1.881
C 6.291 2.188 -0.086
H 3.841 2.143 -3.883
H 4.605 2.817 -2.436
H 2.916 2.207 -2.366
H 3.420 -0.003 -4.288
H 3.919 -1.378 -3.288
H 2.498 -0.410 -2.810
H 6.553 1.125 -2.425
H 6.222 -0.582 -2.835
H 5.903 0.709 -4.017
H 6.804 -0.614 0.865
H 6.792 -2.303 0.312
H 6.914 -0.996 -0.880
H 3.230 -1.308 1.370
H 4.259 -2.744 1.458
H 4.822 -1.229 2.180
H 3.427 -2.447 -1.185
H 5.048 -2.363 -1.973
H 4.789 -3.395 -0.565
H 4.256 3.671 1.102
H 2.912 2.598 0.614
H 3.898 3.426 -0.612
H 5.793 0.575 2.060
H 5.265 2.216 2.465
H 4.044 0.952 2.257
H 7.006 1.354 -0.129
H 6.248 2.688 -1.063
H 6.682 2.919 0.640
*
```